Entry 1:
A molecular structure, C3H6N2S2. Source: the OMol25 dataset; level of theory: the ωB97M-V functional and the def2-TZVPD basis.

The geometry in XYZ format:
```
13
Properties=species:S:1:pos:R:3:forces:R:3
C -0.03552 2.19613 -0.30837 -2.957 4.423 -3.620
C 0.49603 0.91290 -0.05493 2.031 -3.473 -0.107
C -0.45540 0.38032 0.94722 -5.194 0.095 4.275
H 0.56702 2.99372 0.36901 -1.718 -1.367 -2.097
H -1.37972 2.19352 -0.07754 4.629 0.428 -0.853
H 0.09124 2.30706 -1.83129 -0.233 0.326 4.719
H -0.33005 1.11068 1.91165 -0.067 -2.149 -1.811
H -1.10360 -0.18802 -1.12048 -1.966 -1.714 -0.105
H 3.47075 -1.08828 -0.34598 -1.029 0.543 0.065
N -1.74998 -0.12750 0.97416 5.488 0.956 -0.327
N 1.67399 0.51730 -0.45037 -1.515 0.043 0.695
S -2.21433 -0.90333 -0.47808 2.245 1.884 -0.756
S 2.16343 -1.03375 0.09836 0.286 0.005 -0.078
```
Forces are in eV/Å.

Summary:
- HOMO level: -8.96 eV
- Spin multiplicity: 1
- Net charge: 0
- HOMO-LUMO gap: 0.326 Ha
- Energy: -27852.496 eV



Entry 2:
A gas-phase ion, C3H6N3O (charge -1). Source: the OMol25 dataset; level of theory: the ωB97M-V functional and the def2-TZVPD basis.

The geometry in XYZ format:
```
13
Properties=species:S:1:pos:R:3:forces:R:3
C 0.36817 0.33361 0.92803 0.025 -1.460 -1.390
C -1.02254 -0.24072 0.69425 -0.001 1.162 -0.792
C 1.29237 -0.12210 -0.25405 1.439 -2.282 2.865
N -1.65137 0.07174 -0.59793 -0.900 0.296 0.197
N 1.20446 0.44236 -1.45450 -2.431 1.147 -1.844
N -0.93061 0.22148 -1.61317 0.784 0.902 -0.672
O -1.48702 0.51215 -2.72193 1.010 -0.621 1.399
H 0.60291 1.37143 1.06358 -0.954 0.843 -0.045
H 0.60400 -0.16724 1.83137 1.124 -0.541 1.106
H -1.00054 -1.31543 0.71514 0.666 -0.830 0.177
H -1.68113 -0.02823 1.56156 -0.139 0.504 -0.797
H 2.31521 0.22744 0.08411 -0.275 -0.296 -0.479
H 1.38606 -1.30649 -0.23647 -0.348 1.175 0.276
```
Forces are in eV/Å.

Summary:
- HOMO level (spin up / spin down): -3.12 / -3.13 eV
- Spin multiplicity: 1
- Net charge: -1
- HOMO-LUMO gap (spin up / spin down): 0.268 / 0.268 Ha
- Energy: -9720.633 eV



Entry 3:
C5H6O in the gas phase. Source: the OMol25 dataset; level of theory: the ωB97M-V functional and the def2-TZVPD basis.

The geometry in XYZ format:
```
12
Properties=species:S:1:pos:R:3:forces:R:3
C 0.01235 -2.52300 1.08772 0.131 0.317 -0.395
C 0.29667 -1.73400 0.22377 -0.057 -0.476 0.344
C 0.63510 -0.73390 -0.79164 -0.007 -0.085 -0.050
C -0.57534 0.16492 -1.00877 0.378 0.001 -0.056
C -0.52100 1.92969 0.24719 -0.216 0.242 0.450
O -0.11047 1.43990 -1.03623 -0.020 -0.392 -0.149
H -0.23160 -3.24590 1.83535 0.035 0.162 -0.130
H 0.82611 -1.22246 -1.75651 0.016 -0.035 0.023
H 1.52668 -0.15973 -0.50112 -0.111 -0.137 -0.123
H -1.27108 1.23648 0.65184 -0.002 0.295 0.166
H 0.36030 1.92254 0.89644 -0.245 0.085 0.000
H -0.94771 2.92547 0.15196 0.097 0.023 -0.079
```
Forces are in eV/Å.

Summary:
- HOMO level: -8.49 eV
- Spin multiplicity: 1
- Net charge: 0
- HOMO-LUMO gap: 0.316 Ha
- Energy: -7323.604 eV



- Which of these has the highest energy?
  C5H6O



- Which value of spin multiplicity does entry 3 give?
  1